Record 1
ORCA calculation (ωB97M-V/def2-TZVPD) on a structure of composition C26H31Cl5FN3O4Tl in a non-equilibrium geometry.

Results
* LUMO energy: 2.28 eV
* largest force on an atom: 3.148 eV/A
* energy: -110146.2962 eV
* net charge: -1
* frontier orbital gap: 4.0418 eV

CARTESIAN COORDINATES (ANGSTROEM)
H  3.08884  -15.23533  7.97873
C  1.80570  -22.65870  6.05192
O  6.23834  -16.36926  9.11719
C  5.69698  -13.83281  9.84559
H  9.06919  -16.19085  7.01939
C  0.95657  -14.98858  8.01219
C  6.53216  -20.17719  9.12630
H  7.10936  -18.47172  6.67265
H  -1.30575  -17.57010  7.81599
H  3.60690  -15.66951  11.86397
H  7.08638  -18.19792  9.63158
H  5.97278  -22.71556  11.01539
C  8.82688  -17.73600  5.55811
H  6.56923  -13.56686  10.41129
O  5.27278  -18.63544  10.46548
O  5.30201  -16.96603  5.86357
H  0.92802  -13.92300  8.12654
F  -1.40963  -14.97738  7.87421
H  6.01847  -14.16165  8.85420
Tl  3.70104  -18.32093  7.35771
H  3.28665  -14.12955  11.13172
N  5.03860  -15.00891  10.49305
H  7.52124  -14.05484  4.02660
H  7.43277  -16.53777  3.51629
Cl  1.10472  -23.86078  9.89275
C  9.08120  -15.16748  5.08957
C  6.63816  -21.85254  10.96831
C  7.59991  -14.82234  4.79307
H  5.00977  -12.97572  9.85240
C  2.01318  -17.08639  7.92900
Cl  2.97976  -20.44086  4.85040
H  4.54800  -14.19690  12.34094
O  6.16191  -19.97249  7.94314
C  6.59892  -19.05164  10.12574
H  7.60396  -22.10534  11.42220
C  -0.33650  -17.08429  7.86052
C  2.47001  -20.94943  7.52044
H  9.62052  -15.39359  4.13686
C  2.39393  -21.40529  6.21751
C  6.46250  -17.03292  5.38755
C  7.24752  -22.43935  8.62617
C  1.56320  -22.90201  8.50706
C  5.10733  -17.34824  11.04207
H  8.92430  -17.81293  4.47317
Cl  0.48224  -24.79348  6.95920
H  6.45393  -23.20244  8.49316
C  5.49598  -16.20713  10.10486
H  9.35254  -18.62980  5.90392
N  6.84988  -21.41042  9.59046
H  7.42625  -21.98785  7.63568
C  9.39897  -16.39718  5.99568
H  0.87508  -18.91176  7.80870
C  4.08702  -14.75409  11.51256
H  9.58748  -14.28569  5.49758
C  6.84508  -16.03589  4.30153
H  5.72661  -17.25536  11.97891
C  2.13481  -15.73654  7.98643
C  0.84527  -17.81397  7.87536
Cl  2.43207  -20.93697  10.28052
H  7.27175  -19.34297  10.95313
Cl  1.65649  -23.31346  4.48981
H  7.08623  -14.41479  5.69027
N  7.39879  -17.89978  5.83768
H  8.15538  -22.96290  8.98616
C  1.36917  -23.37868  7.20580
H  5.89609  -15.77084  3.85799
C  2.17687  -21.66292  8.65025
H  6.20740  -21.02956  11.53297
H  10.46906  -16.49222  6.00584
H  4.06097  -17.31303  11.35305
C  -0.24783  -15.70621  7.88817

---

Record 2
ORCA calculation (ωB97M-V/def2-TZVPD) on the molecule C6H9F in a non-equilibrium geometry.

Results
* LUMO energy (spin up / spin down): 0.33 / -0.70 eV
* largest force on an atom: 3.555 eV/A
* energy: -9079.7637 eV
* relative energy (zero: lowest compared OMol25 entry of this formula, charge and spin): 113.7 kcal per mole
* frontier orbital gap (spin up / spin down): 10.0910 / 7.2148 eV

CARTESIAN COORDINATES (ANGSTROEM)
H  0.11703  1.63146  1.02675
C  -2.05882  0.13281  0.50753
H  2.37148  0.58627  0.65985
H  -2.77002  0.27750  2.51728
C  1.48163  -0.01247  0.31339
C  1.76772  -0.38568  -1.17924
H  1.30642  0.39925  -1.80377
H  1.37310  -0.93300  0.85361
H  2.78602  -0.41392  -1.38881
H  -0.95547  0.35655  -1.39780
H  -0.57858  -1.07540  -0.48045
H  1.22518  -1.23009  -1.34558
F  -3.37132  -0.17234  -0.08608
C  -0.87951  -0.04127  -0.35885
C  -2.01579  0.19265  1.78943
C  0.20094  0.68766  0.37274

---

Record 3
ORCA calculation (ωB97M-V/def2-TZVPD) on a cluster of 5 separate species, CH12O4 in total in a non-equilibrium geometry.

Results
* LUMO energy: 0.50 eV
* largest force on an atom: 2.760 eV/A
* energy: -9421.8726 eV
* SMILES: C.O.O.O.O
* relative energy (zero: lowest compared OMol25 entry of this formula, charge and spin): 10.5 kcal per mole
* frontier orbital gap: 11.4496 eV

CARTESIAN COORDINATES (ANGSTROEM)
H  0.68901  -0.44215  1.62288
H  0.47716  0.15671  -1.80072
H  -1.60298  0.99077  -0.16853
O  1.41097  1.34364  0.81384
H  1.19622  1.75182  -0.00067
H  -1.25662  -0.88191  0.72937
O  0.22150  -1.26386  1.92641
H  1.53524  -0.74333  -0.72191
H  1.77897  -0.98098  -2.42219
O  -2.16845  -0.71190  0.31479
H  0.56808  -1.35757  2.80965
H  1.34395  1.99584  1.51370
H  0.27594  -1.58592  -1.74141
C  0.99683  -0.79619  -1.68269
H  -1.57986  1.60707  -1.60117
O  -1.20094  1.69746  -0.75256
H  -2.68503  -0.77951  1.16121

---

Record 4
ORCA calculation (ωB97M-V/def2-TZVPD) on a cluster of 2 separate species, C10H19P in total in a non-equilibrium geometry.

Results
* LUMO energy (spin up / spin down): 1.00 / -0.85 eV
* largest force on an atom: 3.703 eV/A
* spin multiplicity: 3
* energy: -19959.9718 eV
* <S²>: 2.0190
* relative energy (zero: lowest compared OMol25 entry of this formula, charge and spin): 33.0 kcal per mole
* frontier orbital gap (spin up / spin down): 7.3122 / 7.6834 eV

CARTESIAN COORDINATES (ANGSTROEM)
C  -2.75049  0.68852  -1.26016
C  2.76100  1.81063  -0.37413
H  3.67634  1.73450  -1.07398
C  -2.23180  -0.24746  0.97004
H  3.02714  -0.56452  1.64922
H  0.29421  -1.15803  1.70170
C  2.28572  2.75644  0.36291
H  3.88131  -1.43389  0.38594
H  2.44345  -2.25744  1.40464
H  -1.10164  -1.48421  -0.21841
H  2.00573  -2.88961  -1.65307
H  -0.78321  1.49723  -0.54451
C  0.31697  -0.46928  0.92827
H  -2.17816  0.68718  1.51108
C  -0.98070  -0.48466  0.12573
C  3.00889  -1.41315  0.96634
H  -3.16726  1.78982  -1.28980
C  -3.30899  -0.06301  -0.03631
H  2.60561  3.80773  0.64222
C  1.15411  -2.24369  -1.33362
H  -3.73264  -1.01653  -0.17574
H  0.57862  0.45978  1.37931
H  1.39912  2.80667  0.97101
H  -0.59155  0.35034  -1.92641
H  -2.43903  -0.97566  1.76764
H  -4.18299  0.44590  0.55766
C  -1.19082  0.60343  -0.97268
H  -2.82154  0.15530  -2.14827
H  0.35126  -1.95999  -2.02885
P  1.67133  -0.93234  -0.28778